Record 1
# C23H32Cl2N6O2RhS3Si

A molecular structure, C23H32Cl2N6O2RhS3Si (ωB97M-V with the def2-TZVPD basis set, the OMol25 dataset).

Its HOMO-LUMO gap (spin up / spin down) is 5.31 / 5.41 eV. The calculation puts the total energy at -3889.3490 a.u. The value obtained for the energy relative to the best compared isomer or geometry (same formula, charge and spin) is 2.174 eV. As for the HOMO energy (spin up / spin down): -9.84 / -9.87 eV. Its total charge is +1.

```
70
Properties=species:S:1:pos:R:3:mulliken_charge:R:1
Rh 0.472 -0.218 -0.532 0.070
Cl 3.182 4.748 4.334 -0.214
C 2.704 3.366 3.417 0.146
C 2.525 2.132 4.063 -0.637
C 2.163 1.026 3.343 0.653
Cl 1.995 -0.498 4.134 -0.196
C 1.923 1.069 1.933 -0.164
O 1.576 0.009 1.312 -0.077
C 2.116 2.342 1.319 0.901
C 1.963 2.486 -0.087 -0.661
O 1.665 1.613 -0.917 -0.558
C 2.514 3.464 2.069 -1.073
H 2.688 2.055 5.129 0.479
H 2.149 3.499 -0.477 0.447
H 2.691 4.404 1.561 0.441
C -1.839 -4.182 0.342 -0.796
C -2.378 -3.039 -0.509 -1.060
S -1.203 -2.008 -1.448 0.672
C -0.158 -3.256 -2.258 -1.488
C 1.075 -3.747 -1.503 -0.785
S 1.882 -2.500 -0.446 0.022
C 1.810 -3.200 1.249 0.160
C 0.770 -4.243 1.624 -1.046
S -0.941 -3.668 1.841 0.024
H -1.214 -4.866 -0.229 0.277
H -2.702 -4.743 0.702 0.519
H -2.939 -2.327 0.098 0.387
H -3.048 -3.452 -1.265 0.668
H 0.151 -2.763 -3.176 0.447
H -0.816 -4.087 -2.516 0.739
H 1.824 -4.054 -2.231 0.567
H 0.854 -4.603 -0.873 0.393
H 1.729 -2.313 1.881 -0.379
H 2.795 -3.641 1.406 0.592
H 1.051 -4.608 2.612 0.473
H 0.763 -5.106 0.960 0.565
N 3.697 -0.754 -4.512 -0.655
N 2.520 -0.310 -3.999 1.089
N 1.978 0.820 -4.387 -1.048
C 0.921 0.896 -3.599 -0.239
N 0.843 -0.165 -2.787 0.470
N 1.884 -0.935 -3.060 -0.527
H 3.849 -0.403 -5.446 0.298
H 3.817 -1.747 -4.391 0.267
H 0.206 1.698 -3.638 0.516
C -2.366 0.983 -2.740 -0.951
Si -1.961 2.105 -1.276 -0.034
C -0.765 3.466 -1.816 -0.937
C -3.568 2.870 -0.655 -1.245
N -1.215 1.089 -0.068 0.793
C -1.436 1.120 1.284 0.023
C -1.792 2.318 1.948 -0.091
C -2.037 2.333 3.304 -0.883
C -1.922 1.177 4.067 -0.711
C -1.557 -0.009 3.445 -0.398
C -1.333 -0.039 2.083 0.649
H -2.720 1.576 -3.588 0.356
H -3.155 0.276 -2.478 0.341
H -1.502 0.405 -3.064 0.137
H -1.197 4.056 -2.628 0.401
H 0.181 3.047 -2.165 0.139
H -0.543 4.146 -0.991 0.391
H -4.265 2.981 -1.488 0.447
H -3.404 3.861 -0.231 0.342
H -4.050 2.254 0.106 0.368
H -1.844 3.234 1.374 0.422
H -2.316 3.261 3.786 0.425
H -2.129 1.195 5.128 0.430
H -1.482 -0.919 4.023 0.456
H -1.129 -0.977 1.596 -0.550
```


Record 2
# C45H93BrNO16P3

14 unconnected molecules or ions with the total composition C45H93BrNO16P3 (ωB97M-V with the def2-TZVPD basis set, the OMol25 dataset).

Its HOMO-LUMO gap is 8.49 eV. The calculation puts the total energy at -6627.0625 a.u. As for the HOMO energy: -8.04 eV.

```
159
Properties=species:S:1:pos:R:3:mulliken_charge:R:1
C -0.393 2.508 -3.484 -0.735
C -1.400 1.899 -2.496 -0.311
P -2.511 0.564 -3.122 -0.187
C -2.722 -0.558 -1.696 0.460
C -4.015 -1.350 -1.768 -1.730
C -1.584 -0.469 -4.361 -0.374
O -0.938 -1.667 -3.831 -0.242
C 0.371 -1.686 -3.634 0.556
O 1.167 -0.786 -3.774 -0.476
P 0.961 -3.360 -3.072 0.118
N 1.927 -3.349 -1.838 -0.130
P -2.880 -1.244 -5.473 0.041
O -3.590 0.088 -6.052 -0.308
Br -1.525 -1.729 -7.180 -0.308
H -0.365 2.050 -4.461 0.110
H -0.630 3.554 -3.623 0.158
H 0.585 2.484 -3.030 0.039
H -2.073 2.682 -2.194 0.460
H -0.884 1.561 -1.609 0.482
H -1.866 -1.215 -1.573 -0.202
H -2.712 0.104 -0.838 0.306
H -4.000 -2.062 -2.581 0.374
H -4.836 -0.670 -1.956 0.387
H -4.200 -1.852 -0.829 0.440
H -0.900 0.100 -4.977 0.788
H 1.511 -3.939 -4.228 0.048
H -0.216 -4.082 -2.842 0.058
H 2.103 -2.402 -1.536 -0.183
H -3.040 0.564 -6.689 0.148
C -3.928 4.255 0.990 -1.188
C -2.921 3.153 0.814 1.016
O -3.000 2.341 -0.082 -0.439
C -1.782 3.077 1.793 -0.779
H -4.690 4.186 0.217 0.329
H -4.404 4.173 1.969 0.328
H -3.427 5.222 0.924 0.133
H -2.155 2.923 2.806 0.373
H -1.204 4.003 1.772 0.189
H -1.149 2.240 1.521 0.100
C -5.947 1.245 1.990 -0.682
C -6.691 1.856 3.151 0.791
O -6.703 3.048 3.338 -0.535
C -7.418 0.904 4.072 -1.183
H -5.476 2.031 1.409 -0.073
H -5.181 0.558 2.355 0.313
H -6.636 0.694 1.348 0.386
H -6.712 0.199 4.513 0.308
H -8.165 0.339 3.512 0.318
H -7.909 1.464 4.862 0.325
C -4.903 0.109 -9.069 -1.106
C -4.069 1.354 -8.902 0.921
O -2.926 1.298 -8.506 -0.571
C -4.720 2.670 -9.246 -1.078
H -4.319 -0.763 -8.788 0.179
H -5.790 0.167 -8.436 0.321
H -5.224 0.012 -10.107 0.429
H -5.601 2.822 -8.621 0.327
H -5.034 2.669 -10.291 0.359
H -4.020 3.484 -9.078 0.182
C 1.489 -0.885 3.305 -0.821
C 0.478 -0.671 2.210 0.351
O -0.399 0.159 2.287 -0.553
C 0.599 -1.535 0.980 0.555
H 1.271 -0.202 4.122 0.363
H 1.446 -1.908 3.677 0.008
H 2.494 -0.699 2.929 0.289
H 0.501 -2.583 1.258 0.184
H 1.575 -1.399 0.514 0.032
H -0.186 -1.270 0.274 -0.393
C 2.828 -4.739 0.272 -1.207
C 3.749 -3.980 1.190 1.093
O 3.354 -3.130 1.956 -0.533
C 5.215 -4.334 1.111 -1.374
H 1.804 -4.412 0.413 0.152
H 3.106 -4.564 -0.769 0.472
H 2.899 -5.808 0.483 0.511
H 5.588 -4.155 0.101 0.328
H 5.358 -5.388 1.351 0.364
H 5.777 -3.725 1.815 0.336
C -0.789 4.335 -6.055 -0.570
C -1.430 4.810 -7.337 0.689
O -2.407 5.519 -7.333 -0.584
C -0.794 4.346 -8.624 -1.160
H -1.338 4.729 -5.204 0.364
H -0.799 3.245 -6.016 0.001
H 0.247 4.673 -6.004 0.362
H -0.815 3.255 -8.667 0.235
H 0.242 4.684 -8.685 0.423
H -1.349 4.748 -9.467 0.296
C 2.330 6.082 -2.276 -1.170
C 2.184 4.973 -1.260 0.909
O 1.200 4.276 -1.228 -0.445
C 3.320 4.798 -0.286 -1.289
H 1.450 6.110 -2.913 0.218
H 2.442 7.043 -1.770 0.333
H 3.216 5.907 -2.889 0.409
H 3.460 5.715 0.291 0.365
H 4.242 4.577 -0.822 0.380
H 3.094 3.981 0.393 0.294
C -1.088 9.163 1.904 -1.302
C -1.291 7.700 1.586 0.847
O -1.733 6.931 2.402 -0.520
C -0.912 7.249 0.193 -0.639
H -1.394 9.358 2.927 0.330
H -0.036 9.429 1.785 0.331
H -1.679 9.779 1.226 0.332
H 0.145 7.446 0.011 0.273
H -1.497 7.793 -0.550 0.387
H -1.098 6.183 0.084 -0.026
C 1.992 -5.219 4.397 -0.854
C 1.248 -4.726 5.615 0.675
O 1.160 -3.546 5.862 -0.574
C 0.619 -5.769 6.501 -0.640
H 2.394 -4.372 3.847 -0.011
H 2.812 -5.874 4.697 0.388
H 1.315 -5.779 3.750 0.346
H 1.390 -6.436 6.891 0.359
H -0.106 -6.356 5.943 0.354
H 0.118 -5.287 7.331 -0.116
C -2.739 -9.870 7.824 -1.184
C -1.802 -8.692 7.935 0.838
O -1.572 -7.974 6.992 -0.494
C -1.171 -8.448 9.284 -1.058
H -3.126 -9.935 6.812 0.310
H -2.211 -10.793 8.069 0.330
H -3.569 -9.753 8.522 0.326
H -0.583 -9.317 9.585 0.411
H -1.944 -8.275 10.034 0.330
H -0.525 -7.577 9.233 0.187
C -2.433 -2.353 10.250 -1.123
C -2.523 -3.800 9.824 0.796
O -2.863 -4.667 10.593 -0.557
C -2.162 -4.107 8.392 -0.708
H -2.715 -2.264 11.296 0.315
H -1.415 -1.987 10.116 0.311
H -3.102 -1.742 9.643 0.318
H -1.133 -3.802 8.200 0.226
H -2.820 -3.566 7.711 0.378
H -2.262 -5.175 8.212 0.104
C 5.864 -0.163 -1.282 -0.979
C 5.400 0.083 -2.697 0.765
O 5.929 0.909 -3.408 -0.587
C 4.250 -0.751 -3.185 -0.744
H 6.694 0.488 -1.047 0.232
H 5.043 0.021 -0.585 0.364
H 6.189 -1.198 -1.176 0.249
H 3.375 -0.585 -2.563 0.022
H 4.517 -1.808 -3.137 0.375
H 4.009 -0.481 -4.209 0.317
C 11.237 1.095 -1.339 -1.176
C 9.878 0.717 -1.881 0.818
O 9.039 0.204 -1.182 -0.508
C 9.617 1.013 -3.338 -0.865
H 11.296 0.833 -0.286 0.309
H 12.018 0.567 -1.887 0.334
H 11.400 2.168 -1.453 0.329
H 10.337 0.481 -3.962 0.327
H 9.723 2.083 -3.525 0.304
H 8.608 0.707 -3.599 0.122
```